(1)
C18H47N3O13Y | ωB97M-V/def2-TZVPD

## Properties
Spin multiplicity: 2
M: 602.49 g mol⁻¹
⟨S²⟩: 0.750
Highest occupied orbital energy (spin up / spin down): -4.5390 / -8.6972 eV
Gap between HOMO and LUMO (spin up / spin down): 4.69 / 8.84 eV

Geometry (Å):
1 Y -0.5396 -3.7020 -0.0236
2 O 0.6917 0.2777 -0.9025
3 C 0.3074 -0.9693 -0.6712
4 O -0.3266 -1.6652 -1.4705
5 O 0.5398 -1.5735 0.4026
6 H 1.2937 0.5233 -0.1961
7 O 2.4376 -5.6633 2.2731
8 C 1.3835 -5.1098 1.7376
9 O 1.0347 -3.9769 1.9087
10 O 0.5842 -5.6343 0.8836
11 H 2.7600 -4.8199 2.5992
12 C -0.1985 -6.3908 -3.5686
13 C -0.0190 -5.4596 -2.3863
14 C 1.3460 -4.7822 -2.4598
15 O 1.3875 -3.9247 -1.2939
16 C 2.5992 -3.2286 -1.2051
17 N -1.1230 -4.5613 -2.1147
18 H 0.5257 -7.2055 -3.5708
19 H -0.0295 -5.8331 -4.4898
20 H -1.2305 -6.6945 -3.7442
21 H 0.0356 -6.1671 -1.5589
22 H 1.4678 -4.2451 -3.4004
23 H 2.1801 -5.4825 -2.5036
24 H 2.6380 -2.7026 -0.2512
25 H 2.6215 -2.4516 -1.9692
26 H 3.4921 -3.8403 -1.3342
27 H -1.1667 -4.1204 -3.0223
28 H -1.9873 -5.0828 -2.0798
29 C 0.5466 1.2335 3.9962
30 C -0.6016 0.2276 3.7683
31 C -1.7432 0.5702 2.8438
32 O -2.5259 1.6214 3.3674
33 C -3.6856 1.9973 2.5143
34 N -0.0754 -1.0848 3.5926
35 H 0.2232 2.1975 4.3891
36 H 1.0755 1.5401 3.0938
37 H 1.3210 0.8203 4.6425
38 H -1.0705 0.2788 4.7509
39 H -2.3804 -0.3134 2.8075
40 H -1.4262 0.6422 1.8034
41 H -4.3203 2.6618 3.1005
42 H -4.2616 1.1114 2.2470
43 H -3.4242 2.3746 1.5257
44 H 0.4112 -1.1053 2.7078
45 H -0.7522 -1.8219 3.7297
46 C -0.0901 4.6110 2.2050
47 C 0.1550 3.7779 0.9314
48 C -0.6310 4.4358 -0.2033
49 O -2.0312 4.1713 0.0737
50 C -2.8446 5.1079 -0.6005
51 N 1.5922 3.9469 0.6663
52 H 0.5794 4.2458 2.9838
53 H -1.1380 4.6498 2.5024
54 H 0.1262 5.6743 2.1021
55 H -0.0360 2.7158 1.0851
56 H -0.2954 4.0099 -1.1489
57 H -0.4504 5.4898 -0.4145
58 H -2.4824 5.2507 -1.6186
59 H -2.8001 6.0729 -0.0956
60 H -3.8336 4.6498 -0.6075
61 H 2.1496 3.7603 1.4877
62 H 1.6640 4.9491 0.5628
63 C -1.9792 1.1728 -2.6173
64 C -3.1353 1.0716 -1.5932
65 O -4.3484 0.9687 -2.2368
66 O -1.7874 0.0485 -3.4433
67 H -1.1099 1.4498 -2.0208
68 H -2.1614 2.0250 -3.2720
69 H -3.0846 1.8811 -0.8650
70 H -3.1828 0.1259 -1.0532
71 H -4.9614 0.5697 -1.6149
72 H -1.0567 -0.4845 -3.1216
73 C 3.5543 1.9018 -1.6902
74 C 4.0988 0.8939 -0.6954
75 O 3.1859 0.7719 0.3758
76 O 3.7538 3.2588 -1.1870
77 H 2.5022 1.7507 -1.9316
78 H 4.0441 1.8432 -2.6622
79 H 5.1068 1.0520 -0.3121
80 H 4.0202 -0.1170 -1.0954
81 H 3.7451 0.4922 1.1043
82 H 3.1464 3.3399 -0.4480

Want to see where the charge sits? The Löwdin charges in e are:
1 Y 1.39
2 O 0.14
3 C -0.80
4 O -0.08
5 O -0.12
6 H 0.08
7 O 0.19
8 C -0.84
9 O -0.05
10 O -0.16
11 H 0.13
12 C -0.04
13 C -0.46
14 C -0.13
15 O -0.31
16 C -0.08
17 N -0.03
18 H 0.09
19 H 0.08
20 H 0.09
21 H 0.13
22 H 0.14
23 H 0.14
24 H 0.09
25 H 0.10
26 H 0.11
27 H 0.12
28 H 0.08
29 C -0.05
30 C -0.45
31 C -0.23
32 O -0.18
33 C -0.05
34 N 0.05
35 H 0.07
36 H 0.05
37 H 0.07
38 H 0.14
39 H 0.11
40 H 0.11
41 H 0.09
42 H 0.08
43 H 0.06
44 H 0.05
45 H 0.08
46 C -0.06
47 C -0.38
48 C -0.18
49 O -0.22
50 C -0.11
51 N 0.03
52 H 0.07
53 H 0.08
54 H 0.08
55 H 0.13
56 H 0.12
57 H 0.12
58 H 0.09
59 H 0.09
60 H 0.09
61 H 0.08
62 H 0.08
63 C -0.23
64 C -0.26
65 O -0.06
66 O -0.06
67 H 0.09
68 H 0.12
69 H 0.09
70 H 0.12
71 H 0.09
72 H 0.04
73 C -0.20
74 C -0.23
75 O -0.09
76 O -0.09
77 H 0.11
78 H 0.12
79 H 0.13
80 H 0.11
81 H 0.10
82 H 0.00

(2)
C26H42As2InO14 | ωB97M-V/def2-TZVPD

## Properties
Charge: +3
M: 843.27 g mol⁻¹
Highest occupied orbital energy (spin up / spin down): -17.3273 / -17.1187 eV
Gap between HOMO and LUMO (spin up / spin down): 5.60 / 5.51 eV

Geometry (Å):
1 In 0.0868 -1.8320 -0.8356
2 C -0.3779 -2.6065 2.5301
3 C 1.0427 -3.0192 2.2595
4 O 1.6636 -2.0069 1.4299
5 C 3.0691 -2.1536 1.2573
6 C 3.5332 -1.5580 -0.0586
7 O 2.8357 -2.0535 -1.2149
8 C 3.2600 -3.3466 -1.6320
9 C 2.1837 -4.0075 -2.4470
10 O 1.0566 -4.2889 -1.5876
11 C 0.1064 -5.2019 -2.1333
12 C -0.9124 -4.5225 -3.0874
13 O -1.5464 -3.5032 -2.2962
14 C -2.8604 -3.1353 -2.7370
15 C -3.2262 -1.8165 -2.0516
16 O -2.7949 -1.7117 -0.6668
17 C -3.1759 -2.8460 0.1392
18 C -2.5124 -2.6095 1.4759
19 O -1.1039 -2.8785 1.3340
20 H -0.4446 -1.5358 2.7590
21 H -0.8122 -3.1999 3.3771
22 H 1.0883 -4.0143 1.8161
23 H 1.5597 -2.9884 3.2520
24 H 3.3110 -3.2153 1.3104
25 H 3.6042 -1.6244 2.0531
26 H 4.6094 -1.7197 -0.2098
27 H 3.3390 -0.4923 -0.0527
28 H 3.4461 -3.9425 -0.7382
29 H 4.1988 -3.2486 -2.2084
30 H 2.5693 -4.9473 -2.8601
31 H 1.8501 -3.3735 -3.2938
32 H -0.4503 -5.5750 -1.2660
33 H 0.6151 -6.0176 -2.6938
34 H -1.6786 -5.2472 -3.3623
35 H -0.4410 -4.0458 -3.9584
36 H -3.5379 -3.9258 -2.4623
37 H -2.9103 -3.0251 -3.8694
38 H -4.3299 -1.6706 -2.1074
39 H -2.7584 -0.9559 -2.5374
40 H -2.8205 -3.8043 -0.2862
41 H -4.2691 -2.8974 0.2646
42 H -2.9756 -3.2718 2.2317
43 H -2.6514 -1.5836 1.7941
44 C 3.8464 3.1622 3.6430
45 O 3.4804 2.4017 2.4657
46 C 2.5787 3.1307 1.6889
47 O 2.5257 4.3787 1.7713
48 C 1.7377 2.2867 0.7885
49 C 1.6764 2.6628 -0.5682
50 As 0.4504 4.1963 -0.6446
51 C 0.0862 4.1713 -2.5270
52 C -1.3428 3.4872 -0.1060
53 C -1.4525 2.5518 0.9178
54 As 0.0636 1.3474 1.3539
55 C 0.2198 1.9655 3.2326
56 C -2.7480 2.0531 1.5241
57 O -2.8977 1.0108 2.2003
58 O -3.7463 2.9113 1.2217
59 C -5.0306 2.3464 1.5685
60 C -2.4730 4.2542 -0.7468
61 O -3.0938 3.9247 -1.7161
62 O -2.5016 5.5924 -0.3245
63 C -2.2548 5.9419 1.0006
64 C 1.6005 1.6671 -1.6447
65 O 0.9240 0.6033 -1.6022
66 O 2.2393 1.9976 -2.8288
67 C 3.5943 2.3493 -2.5861
68 H 3.2649 2.8207 4.5432
69 H 3.6589 4.2133 3.4592
70 H 4.9350 2.9876 3.8515
71 H 1.0706 4.1495 -3.0387
72 H -0.3438 5.1548 -2.7364
73 H -0.5295 3.3755 -2.9240
74 H 0.1878 3.0503 3.2975
75 H 1.1992 1.5627 3.6105
76 H -0.6093 1.5740 3.8555
77 H -5.6756 3.2257 1.4684
78 H -4.9869 1.9873 2.6112
79 H -5.3312 1.5635 0.8613
80 H -2.8976 6.8002 1.1683
81 H -1.2119 6.1853 1.1585
82 H -2.5557 5.1596 1.7080
83 H 4.0751 2.5999 -3.5580
84 H 4.1152 1.4590 -2.1638
85 H 3.7139 3.1559 -1.8839

Want to see where the charge sits? The Löwdin charges in e are:
1 In 1.36
2 C -0.17
3 C -0.14
4 O -0.23
5 C -0.15
6 C -0.14
7 O -0.21
8 C -0.15
9 C -0.15
10 O -0.21
11 C -0.13
12 C -0.12
13 O -0.26
14 C -0.15
15 C -0.14
16 O -0.20
17 C -0.15
18 C -0.14
19 O -0.22
20 H 0.12
21 H 0.17
22 H 0.15
23 H 0.16
24 H 0.14
25 H 0.15
26 H 0.16
27 H 0.11
28 H 0.14
29 H 0.16
30 H 0.15
31 H 0.15
32 H 0.15
33 H 0.16
34 H 0.15
35 H 0.14
36 H 0.13
37 H 0.17
38 H 0.16
39 H 0.13
40 H 0.14
41 H 0.16
42 H 0.16
43 H 0.12
44 C -0.02
45 O -0.05
46 C -0.45
47 O 0.10
48 C -0.18
49 C -0.26
50 As 1.42
51 C -0.25
52 C -0.24
53 C -0.26
54 As 1.36
55 C -0.23
56 C -0.47
57 O 0.05
58 O -0.05
59 C 0.01
60 C -0.49
61 O 0.19
62 O -0.04
63 C -0.07
64 C -0.45
65 O -0.04
66 O -0.03
67 C -0.03
68 H 0.12
69 H 0.09
70 H 0.13
71 H 0.06
72 H 0.07
73 H 0.06
74 H 0.05
75 H 0.05
76 H 0.06
77 H 0.12
78 H 0.11
79 H 0.11
80 H 0.12
81 H 0.08
82 H 0.09
83 H 0.14
84 H 0.11
85 H 0.09

Number 1: DFT total energy -1894.71813 Ha. Number 2: DFT total energy -6729.68631 Ha.